Density functional theory data (wB97M-V/def2-TZVPD) for C27H26AsN3O7PRh as an isolated structure in a non-equilibrium geometry.

Results
Energy above the lowest of the compared OMol25 structures with the same formula, charge and spin, kJ/mol: 77.1
Orbital gap (spin up / spin down), Ha: 0.2435 / 0.2435
Total energy, eV: -120347.881
Charge: +2

Positions of all 66 atoms, in Å:
Rh1 -0.537 -0.287 -2.144
O1 -5.446 -3.317 -0.873
C1 -4.388 -2.584 -1.189
C2 -4.400 -1.196 -1.302
C3 -3.243 -0.533 -1.662
N1 -2.137 -1.262 -1.950
C4 -2.070 -2.581 -1.720
C5 -3.174 -3.294 -1.365
C6 -0.621 -3.088 -1.834
O2 -0.344 -4.241 -1.636
O3 0.224 -2.116 -2.086
C7 -2.992 0.927 -1.762
O4 -3.808 1.771 -1.515
O5 -1.738 1.219 -2.130
H1 -6.264 -2.806 -0.827
H2 -5.288 -0.612 -1.095
H3 -3.143 -4.362 -1.204
C8 -2.993 -2.382 3.591
C9 -2.302 -3.109 2.630
C10 -1.540 -2.450 1.679
C11 -1.468 -1.060 1.706
C12 -2.178 -0.324 2.648
C13 -2.929 -0.996 3.600
As1 -0.265 -0.171 0.471
C14 0.013 1.574 1.234
C15 -0.818 2.675 1.110
C16 -0.508 3.831 1.816
C17 0.625 3.872 2.618
C18 1.475 2.778 2.709
C19 1.181 1.614 2.007
C20 1.974 0.370 2.004
C21 3.143 0.136 2.720
C22 3.769 -1.102 2.643
C23 3.254 -2.110 1.838
C24 2.091 -1.891 1.109
C25 1.453 -0.666 1.213
H4 -3.587 -2.898 4.333
H5 -2.356 -4.189 2.617
H6 -0.997 -3.017 0.930
H7 -2.133 0.757 2.651
H8 -3.464 -0.429 4.349
H9 -1.697 2.620 0.478
H10 -1.158 4.692 1.747
H11 0.846 4.766 3.185
H12 2.354 2.824 3.337
H13 3.551 0.910 3.356
H14 4.660 -1.286 3.227
H15 3.745 -3.073 1.789
H16 1.671 -2.667 0.478
N2 0.836 3.269 -3.868
C26 2.062 3.270 -3.007
P1 2.483 1.458 -2.900
O6 3.012 0.946 -4.176
O7 1.226 0.866 -2.320
C27 3.766 1.118 -1.590
N3 4.031 -0.335 -1.841
H17 0.436 4.198 -4.008
H18 0.124 2.666 -3.427
H19 1.065 2.853 -4.777
H20 1.821 3.679 -2.029
H21 2.858 3.848 -3.470
H22 3.373 1.267 -0.586
H23 4.675 1.697 -1.735
H24 4.159 -0.446 -2.862
H25 3.199 -0.888 -1.598
H26 4.835 -0.707 -1.333